Entry from the OMol25 dataset: a molecular structure, C6H22BCl4Co2N6O28 in a non-equilibrium geometry (the ωB97M-V functional and the def2-TZVPD basis).

Computed properties:
LUMO (alpha / beta)	-1.53 / -1.76	eV
2S+1	7
net charge	-1
frontier orbital gap (alpha / beta)	0.18484 / 0.17622	Eh

```
69
C6H22BCl4Co2N6O28, DFT the ωB97M-V functional and the def2-TZVPD basis
Co 0.8603 4.0787 1.3164
O -3.0835 0.5650 -2.3083
O 1.2674 -1.0946 2.3607
O -0.5899 4.4060 -0.4564
N -1.8101 -2.9759 5.5284
H 1.5210 1.0921 0.8706
H -0.3062 -3.9244 4.2698
H 0.2665 -2.6429 5.3577
H -0.5081 -2.3480 3.8214
O -1.1719 1.0806 -3.4385
O 2.1768 -0.9864 -0.7354
O -3.8285 -1.2940 0.9128
N -0.8219 -3.4198 0.0899
O 1.2947 -3.0335 -2.9017
O -2.4415 5.7733 -0.4956
C -0.5568 -2.9637 4.7195
H 0.4207 2.2041 1.6043
H 1.2633 3.5610 -2.2779
Cl -3.1850 -0.1368 1.4941
C 4.0002 -1.3653 -2.2308
N 1.2140 -3.4632 -4.0638
H 3.6278 -0.9942 -3.1857
H -0.0979 1.4344 0.1400
C -2.0683 3.1405 4.2585
H 0.1594 -4.6786 -1.1993
O 0.7963 -4.6394 -4.2239
H 1.2363 2.6042 0.0662
Co 0.3325 -0.2952 0.3391
B 0.7651 1.8305 0.6525
O -2.8718 -2.9656 4.9774
H 3.6065 -2.3715 -2.0868
O -1.9861 -1.0957 -3.5139
H -1.4661 2.2320 4.2577
H 5.0840 -1.4077 -2.1227
O -2.6078 3.4079 -0.9368
H 0.7289 3.4931 -4.0271
Cl -1.8388 4.6397 -1.0964
H 0.4055 -2.5468 -5.6625
O -0.9095 4.0722 2.4873
H -1.7022 3.9026 4.9464
O 2.5349 -1.6246 4.2694
O -3.5308 -0.0571 2.8797
H -3.1194 2.9344 4.4610
O -0.0175 -2.4774 0.2183
O -1.5938 4.8159 -2.4820
H 2.3504 4.0466 -3.7357
C 1.4022 -2.5463 -5.2212
H 2.2416 -2.7834 -5.8749
H -1.6598 -4.8052 -1.2303
O -1.6668 -2.9177 6.7581
O 1.8126 1.2788 -2.3806
O -3.5859 1.0389 0.8222
O -1.7130 -0.2942 1.4335
C -0.7919 -4.1466 -1.1973
Cl 1.8816 -0.5908 3.5892
C 1.5555 3.4278 -3.3195
N 1.8931 2.0050 -3.3732
O -1.0294 -0.2837 -1.5752
H 1.5735 -1.5268 -4.8756
O 0.8695 -0.0142 4.4045
O 2.7653 0.4656 3.2182
O -1.5115 -3.7849 1.0371
N 3.4046 -0.7366 -1.0027
O -3.0647 3.7844 2.2669
H -0.8792 -3.3706 -1.9579
Cl -1.8327 0.0498 -2.7104
O 4.1815 -0.0529 -0.3487
N -2.0054 3.7011 2.8727
O 2.3603 1.5898 -4.4528
```

Atom-resolved charges from Löwdin, all expressed in e: atom 1 (Co): 1.15, atom 2 (O): -0.29, atom 3 (O): -0.39, atom 4 (O): -0.44, atom 5 (N): -0.43, atom 6 (H): -0.01, atom 7 (H): 0.10, atom 8 (H): 0.08, atom 9 (H): 0.08, atom 10 (O): -0.35, atom 11 (O): -0.02, atom 12 (O): -0.33, atom 13 (N): -0.34, atom 14 (O): 0.02, atom 15 (O): -0.32, atom 16 (C): 0.03, atom 17 (H): 0.00, atom 18 (H): 0.08, atom 19 (Cl): 0.66, atom 20 (C): 0.06, atom 21 (N): -0.37, atom 22 (H): 0.09, atom 23 (H): 0.01, atom 24 (C): 0.09, atom 25 (H): 0.10, atom 26 (O): 0.03, atom 27 (H): -0.01, atom 28 (Co): 0.83, atom 29 (B): -0.39, atom 30 (O): 0.09, atom 31 (H): 0.09, atom 32 (O): -0.34, atom 33 (H): 0.11, atom 34 (H): 0.10, atom 35 (O): -0.30, atom 36 (H): 0.12, atom 37 (Cl): 0.64, atom 38 (H): 0.11, atom 39 (O): -0.06, atom 40 (H): 0.10, atom 41 (O): -0.30, atom 42 (O): -0.35, atom 43 (H): 0.11, atom 44 (O): -0.03, atom 45 (O): -0.31, atom 46 (H): 0.10, atom 47 (C): 0.06, atom 48 (H): 0.10, atom 49 (H): 0.11, atom 50 (O): 0.02, atom 51 (O): 0.05, atom 52 (O): -0.32, atom 53 (O): -0.41, atom 54 (C): 0.06, atom 55 (Cl): 0.62, atom 56 (C): 0.06, atom 57 (N): -0.40, atom 58 (O): -0.39, atom 59 (H): 0.09, atom 60 (O): -0.34, atom 61 (O): -0.35, atom 62 (O): 0.12, atom 63 (N): -0.33, atom 64 (O): 0.18, atom 65 (H): 0.09, atom 66 (Cl): 0.61, atom 67 (O): 0.11, atom 68 (N): -0.35, atom 69 (O): 0.02